{"formula": "C3H7NO2S", "method": "ωB97M-V/def2-TZVPD", "max_force_ha_per_bohr": 0.04973, "e_homo_ev": -8.7805, "smiles": "CC(C)=S.O=NO", "orbital_gap_ev": 8.655, "e_above_lowest_kcal_mol": 110.2, "elements": ["H", "O", "S", "H", "C", "H", "H", "N", "H", "H", "O", "H", "C", "C"], "positions_angstrom": [[-1.37, -1.41, -1.52], [2.69, 1.41, -1.27], [-0.85, 1.41, 0.72], [0.12, -0.18, -1.53], [-1.01, -0.11, 0.20], [-1.37, 0.46, -1.85], [-0.94, -0.91, 2.10], [1.88, 1.21, -0.45], [-1.39, -2.04, 0.60], [1.54, 1.65, 1.51], [2.28, 1.59, 0.82], [0.22, -1.45, 0.92], [-0.80, -1.28, 1.05], [-1.00, -0.37, -1.30]], "mulliken_charge": [0.318, -0.380, -0.304, 0.240, 0.695, 0.353, 0.305, 0.322, 0.383, 0.343, -0.363, 0.327, -1.191, -1.049]}

=====

{"formula": "C3H7NO2S", "method": "ωB97M-V/def2-TZVPD", "max_force_ha_per_bohr": 0.06673, "e_homo_ev": [-8.6653, -8.6657], "orbital_gap_ev": [9.275, 9.276], "e_above_lowest_kcal_mol": 113.0, "elements": ["S", "H", "H", "H", "H", "O", "C", "H", "H", "C", "O", "N", "H", "C"], "positions_angstrom": [[3.51, -0.05, 0.10], [-0.61, -1.56, 1.43], [2.05, 2.29, 0.70], [-1.50, -1.83, -0.62], [-2.46, -0.42, 0.17], [1.36, -2.04, -0.45], [0.93, -1.11, 0.16], [3.84, 0.49, -0.98], [-1.08, -0.20, -1.04], [-1.46, -0.79, -0.22], [1.49, 1.49, 0.78], [1.89, 0.55, -0.18], [-0.13, 0.25, 1.38], [-0.37, -0.73, 0.80]], "mulliken_charge": [-0.124, 0.273, 0.317, 0.294, 0.293, -0.412, 0.493, 0.120, 0.326, -1.030, -0.392, -0.262, 0.313, -0.210]}

=====

{"formula": "C3H7NO2S", "method": "ωB97M-V/def2-TZVPD", "max_force_ha_per_bohr": 0.03461, "e_homo_ev": -9.4118, "smiles": "NC(=O)[C@@H](S)CO", "orbital_gap_ev": 10.036, "e_above_lowest_kcal_mol": 15.8, "elements": ["N", "C", "H", "H", "H", "O", "O", "H", "S", "C", "C", "H", "H", "H"], "positions_angstrom": [[-1.94, 0.76, 0.61], [0.06, 0.11, -0.65], [1.85, 1.45, -0.03], [0.82, -0.53, 1.33], [0.14, -0.12, -1.69], [-2.17, -0.85, -0.87], [2.19, -0.77, -0.18], [2.71, -1.49, 0.22], [0.65, 1.82, -0.46], [-1.46, -0.03, -0.35], [0.84, -0.84, 0.27], [-1.28, 1.45, 0.94], [0.50, -1.86, 0.09], [-2.92, 0.91, 0.75]], "mulliken_charge": [-0.343, 0.016, 0.160, 0.314, 0.377, -0.619, -0.530, 0.306, -0.281, 0.435, -0.623, 0.158, 0.386, 0.244]}